Record 1
{
  "formula": "C52H65N13",
  "method": "ωB97M-V/def2-TZVPD",
  "symbols": ["N", "C", "C", "C", "C", "H", "H", "H", "H", "H", "N", "C", "C", "C", "C", "H", "H", "H", "H", "H", "N", "C", "C", "C", "C", "H", "H", "H", "H", "H", "N", "C", "C", "C", "C", "H", "H", "H", "H", "H", "N", "C", "C", "C", "C", "H", "H", "H", "H", "H", "N", "C", "C", "C", "C", "H", "H", "H", "H", "H", "N", "C", "C", "C", "C", "H", "H", "H", "H", "H", "N", "C", "C", "C", "C", "H", "H", "H", "H", "H", "N", "C", "C", "C", "C", "H", "H", "H", "H", "H", "N", "C", "C", "C", "C", "H", "H", "H", "H", "H", "N", "C", "C", "C", "C", "H", "H", "H", "H", "H", "N", "C", "C", "C", "C", "H", "H", "H", "H", "H", "N", "C", "C", "C", "C", "H", "H", "H", "H", "H"],
  "positions_angstrom": [[-4.258, -2.905, -1.204], [-5.039, -3.326, -2.349], [-4.913, -2.260, -3.381], [-3.872, -1.250, -2.812], [-3.496, -1.787, -1.501], [-4.128, -3.658, -0.394], [-5.666, -4.133, -2.208], [-5.482, -2.087, -4.240], [-3.542, -0.323, -3.202], [-2.924, -1.435, -0.631], [0.516, -4.206, -3.417], [1.702, -4.843, -3.458], [1.978, -5.177, -1.922], [0.749, -4.731, -1.186], [-0.146, -4.173, -2.238], [0.124, -3.737, -4.253], [2.255, -4.855, -4.466], [2.826, -5.768, -1.526], [0.738, -4.885, -0.079], [-1.110, -3.770, -2.019], [-5.821, 3.104, 3.608], [-5.581, 1.921, 2.784], [-4.185, 1.351, 2.989], [-3.539, 2.593, 3.779], [-4.714, 3.576, 4.145], [-6.617, 3.721, 3.469], [-6.376, 1.542, 2.014], [-3.694, 0.317, 2.612], [-2.657, 2.715, 4.252], [-4.647, 4.601, 4.587], [3.144, 4.691, 0.412], [3.951, 3.681, 1.030], [2.955, 2.617, 1.513], [1.567, 3.224, 1.254], [1.819, 4.473, 0.556], [3.609, 5.454, -0.178], [4.932, 3.607, 0.892], [3.254, 1.684, 1.946], [0.473, 2.768, 1.402], [1.253, 5.315, 0.325], [2.133, -5.139, 4.249], [0.881, -5.768, 3.951], [0.519, -5.587, 2.483], [1.733, -4.876, 1.924], [2.667, -4.587, 3.067], [2.540, -5.125, 5.005], [0.455, -6.350, 4.567], [-0.513, -5.925, 2.098], [1.837, -4.438, 0.954], [3.681, -4.170, 3.011], [0.082, -1.730, -5.359], [-1.171, -1.675, -4.832], [-1.899, -2.830, -5.509], [-0.969, -3.491, -6.474], [0.337, -2.705, -6.347], [0.867, -1.313, -5.095], [-1.077, -0.946, -4.091], [-2.855, -3.218, -5.331], [-1.201, -4.267, -7.357], [1.427, -2.853, -6.796], [-0.067, 4.692, 5.708], [1.151, 3.920, 5.708], [1.240, 3.331, 4.314], [0.012, 3.742, 3.480], [-0.813, 4.581, 4.483], [-0.355, 5.355, 6.495], [1.882, 3.924, 6.434], [2.205, 2.853, 3.983], [-0.183, 3.778, 2.342], [-1.860, 5.155, 4.410], [4.016, -2.856, 1.978], [3.374, -3.351, 0.865], [2.528, -2.171, 0.241], [2.502, -1.081, 1.294], [3.590, -1.579, 2.303], [4.626, -3.407, 2.462], [3.691, -4.279, 0.441], [1.817, -2.243, -0.520], [1.919, -0.141, 1.401], [4.098, -0.940, 2.899], [-0.998, 6.353, -0.137], [-1.477, 5.073, 0.120], [-1.960, 4.975, 1.650], [-1.455, 6.378, 2.233], [-0.850, 7.054, 1.031], [-0.777, 6.628, -1.216], [-1.558, 4.291, -0.607], [-2.444, 4.020, 2.124], [-1.629, 6.629, 3.216], [-0.102, 8.109, 1.120], [1.100, 3.174, -4.643], [0.676, 3.273, -3.228], [-0.469, 2.442, -3.034], [-0.959, 1.954, -4.409], [0.157, 2.467, -5.377], [2.080, 3.633, -5.002], [1.049, 3.855, -2.547], [-0.926, 2.179, -2.181], [-1.917, 1.335, -4.663], [0.302, 2.326, -6.449], [-0.140, -0.790, 1.592], [-0.651, 0.425, 1.549], [-0.779, 0.877, 0.127], [-0.241, -0.340, -0.702], [0.146, -1.458, 0.345], [0.009, -1.203, 2.527], [-0.877, 1.005, 2.425], [-1.282, 1.648, -0.154], [-0.151, -0.268, -1.765], [0.455, -2.465, 0.166], [2.051, 0.332, -4.189], [2.468, -0.483, -3.175], [3.299, -1.694, -3.841], [3.369, -1.291, -5.213], [2.576, -0.047, -5.391], [1.444, 1.197, -3.928], [2.047, -0.364, -2.253], [3.567, -2.566, -3.281], [3.959, -1.755, -6.018], [2.271, 0.528, -6.391], [0.341, -2.368, 3.819], [-1.013, -2.257, 3.606], [-1.372, -0.713, 3.750], [0.093, -0.044, 3.867], [1.015, -1.177, 4.071], [0.780, -3.250, 3.778], [-1.640, -3.200, 3.243], [-2.398, -0.318, 3.600], [0.470, 1.036, 3.964], [2.012, -1.082, 4.177]],
  "mulliken_charge": [-0.095, -0.593, -0.923, -0.231, -0.500, 0.291, 0.547, 0.485, 0.603, 0.413, 0.151, -0.608, -0.647, -0.530, -0.927, 0.521, 0.321, 0.431, 1.110, 0.682, -0.012, -0.807, -0.225, -0.408, -0.708, 0.280, 0.298, 0.333, 1.070, 0.341, -0.001, -1.352, -0.475, 1.727, -1.380, 0.290, 0.500, 0.629, -0.142, 0.482, 0.085, -0.819, -0.600, 1.897, -0.994, -0.154, 0.669, 0.345, -1.324, 0.113, 0.112, -0.165, -0.796, -0.617, -0.391, 0.400, 0.442, 0.424, 0.285, 0.253, -0.101, -0.939, -0.488, 2.179, -1.149, 0.281, 0.492, 0.338, -1.070, 0.145, -0.027, -2.021, -1.188, 0.658, -1.805, 0.293, 0.851, 1.956, 0.449, 0.870, -0.021, -0.962, 0.222, -0.576, -0.667, 0.364, 0.590, 0.335, 0.598, 0.195, -0.169, -1.270, 0.122, -0.502, -0.821, 0.350, 0.754, 0.987, 0.354, 0.477, -0.459, -0.027, -3.102, -0.453, -2.742, 0.121, 1.000, 2.051, 0.182, 1.881, 0.053, -1.142, -0.525, -0.993, -0.266, 0.327, 1.007, 0.664, 0.471, 0.146, 0.226, -0.294, 0.222, 0.488, -1.064, 0.399, 0.250, 0.392, -0.038, 1.034],
  "relative_energy_kj_mol": 3277.0,
  "gap_ev": 7.16,
  "homo_ev": -6.838,
  "charge": 0,
  "mol_weight_g_mol": 872.183
}

Record 2
{
  "formula": "C52H66BrCrN4O2S",
  "method": "ωB97M-V/def2-TZVPD",
  "symbols": ["Cr", "C", "N", "C", "C", "C", "N", "C", "C", "C", "C", "C", "C", "C", "O", "C", "C", "C", "C", "C", "C", "C", "C", "C", "C", "C", "C", "C", "C", "C", "O", "C", "C", "C", "C", "C", "C", "C", "C", "H", "H", "H", "H", "H", "H", "H", "H", "H", "H", "H", "H", "H", "H", "H", "H", "H", "H", "H", "H", "H", "H", "H", "H", "H", "H", "H", "H", "H", "H", "H", "H", "H", "H", "H", "H", "H", "H", "H", "H", "H", "H", "H", "H", "H", "H", "H", "H", "H", "H", "H", "H", "H", "H", "S", "C", "C", "C", "C", "C", "C", "N", "C", "C", "C", "C", "C", "C", "C", "H", "H", "H", "H", "H", "H", "H", "H", "Br", "C", "C", "C", "N", "C", "C", "H", "H", "H", "H"],
  "positions_angstrom": [[0.154, -0.820, -0.393], [3.908, -1.775, -1.335], [3.372, -1.896, 0.012], [3.623, -3.227, 0.541], [3.901, -0.867, 0.906], [2.819, -0.060, 1.621], [1.831, 0.613, 0.760], [2.497, 1.549, -0.155], [1.744, 2.006, -1.391], [2.515, 2.671, -2.331], [1.974, 3.174, -3.505], [0.597, 3.072, -3.640], [-0.235, 2.436, -2.721], [0.364, 1.791, -1.611], [-0.313, 0.984, -0.807], [-1.743, 2.482, -3.033], [-2.006, 1.745, -4.358], [-2.655, 1.870, -1.966], [-2.166, 3.954, -3.180], [2.877, 3.800, -4.564], [3.554, 5.053, -3.987], [2.101, 4.207, -5.818], [3.951, 2.782, -4.978], [0.951, 1.417, 1.632], [0.117, 0.716, 2.685], [-0.362, 1.522, 3.707], [-1.167, 1.031, 4.723], [-1.394, -0.343, 4.723], [-0.944, -1.197, 3.726], [-0.243, -0.645, 2.614], [0.106, -1.365, 1.558], [-1.180, -2.705, 3.852], [0.194, -3.402, 3.854], [-1.872, -3.089, 5.164], [-2.098, -3.225, 2.729], [-1.782, 1.979, 5.749], [-0.683, 2.738, 6.506], [-2.675, 2.990, 5.008], [-2.653, 1.245, 6.771], [5.001, -1.913, -1.371], [3.670, -0.790, -1.739], [3.446, -2.524, -1.980], [4.700, -3.424, 0.668], [3.223, -3.983, -0.135], [3.135, -3.339, 1.511], [4.575, -0.210, 0.352], [4.515, -1.318, 1.693], [3.327, 0.681, 2.258], [2.263, -0.735, 2.269], [3.419, 1.092, -0.502], [2.799, 2.444, 0.412], [3.576, 2.789, -2.125], [0.135, 3.501, -4.518], [-1.562, 0.748, -4.333], [-1.583, 2.288, -5.205], [-3.082, 1.643, -4.525], [-2.518, 0.795, -1.905], [-3.698, 2.068, -2.230], [-2.463, 2.296, -0.982], [-1.589, 4.472, -3.947], [-2.031, 4.487, -2.237], [-3.221, 4.005, -3.460], [2.801, 5.771, -3.658], [4.182, 5.532, -4.743], [4.183, 4.803, -3.131], [1.386, 5.002, -5.602], [1.565, 3.357, -6.246], [2.796, 4.580, -6.572], [4.592, 2.514, -4.137], [4.584, 3.196, -5.767], [3.483, 1.869, -5.354], [0.282, 1.984, 0.989], [1.588, 2.144, 2.159], [-0.085, 2.573, 3.698], [-1.944, -0.776, 5.546], [0.691, -3.215, 4.808], [0.841, -3.013, 3.068], [0.089, -4.484, 3.730], [-1.293, -2.781, 6.037], [-1.974, -4.176, 5.196], [-2.873, -2.658, 5.231], [-1.761, -2.906, 1.750], [-3.110, -2.841, 2.877], [-2.145, -4.319, 2.748], [-0.074, 3.333, 5.825], [-0.029, 2.039, 7.030], [-1.127, 3.412, 7.242], [-2.097, 3.585, 4.300], [-3.156, 3.669, 5.716], [-3.453, 2.467, 4.448], [-2.065, 0.544, 7.367], [-3.461, 0.699, 6.280], [-3.102, 1.969, 7.453], [-3.657, -2.311, -2.187], [-4.079, -1.714, -0.605], [-5.329, -1.666, -0.004], [-5.439, -1.017, 1.212], [-4.328, -0.406, 1.796], [-3.082, -0.469, 1.205], [-2.944, -1.166, 0.007], [-1.786, -1.314, -0.736], [-2.018, -1.800, -1.932], [-0.983, -1.676, -2.931], [-1.154, -2.031, -4.269], [-0.150, -1.741, -5.173], [0.990, -1.072, -4.735], [1.144, -0.730, -3.396], [0.180, -1.043, -2.440], [-6.194, -2.100, -0.488], [-6.403, -0.957, 1.700], [-4.444, 0.136, 2.726], [-2.227, 0.024, 1.645], [-2.074, -2.509, -4.588], [-0.262, -1.998, -6.218], [1.760, -0.808, -5.450], [2.037, -0.187, -3.103], [0.736, -7.870, -0.775], [0.730, -5.977, -0.706], [0.916, -5.234, -1.858], [0.891, -3.854, -1.761], [0.689, -3.192, -0.615], [0.556, -3.935, 0.486], [0.558, -5.319, 0.498], [1.082, -5.713, -2.813], [1.069, -3.266, -2.649], [0.441, -3.380, 1.402], [0.442, -5.861, 1.425]],
  "mulliken_spin": [3.203, 0.014, 0.010, 0.006, 0.010, 0.025, -0.038, -0.013, 0.134, 0.000, -0.001, -0.002, -0.002, -0.075, -0.032, -0.002, -0.001, -0.004, 0.000, -0.001, 0.000, 0.000, 0.001, 0.007, 0.071, 0.000, 0.004, 0.000, 0.003, -0.012, -0.117, 0.000, 0.000, 0.000, 0.003, 0.001, 0.000, 0.000, 0.000, 0.000, -0.009, 0.002, 0.003, -0.002, 0.000, 0.000, 0.001, 0.002, -0.007, -0.024, 0.002, -0.001, 0.000, 0.001, 0.000, 0.000, 0.007, 0.000, 0.000, 0.000, 0.000, 0.000, 0.000, 0.000, 0.000, 0.000, 0.000, 0.000, 0.000, 0.000, 0.000, -0.016, 0.006, -0.001, 0.000, 0.000, 0.000, 0.000, 0.000, 0.000, 0.000, 0.013, 0.000, 0.000, 0.000, 0.000, 0.000, 0.000, 0.000, 0.000, 0.000, 0.000, 0.000, 0.004, -0.003, 0.001, 0.000, 0.004, 0.013, 0.030, -0.108, 0.010, 0.076, -0.001, 0.010, -0.011, -0.090, -0.111, 0.000, 0.000, 0.000, 0.010, 0.000, 0.001, 0.000, -0.004, 0.000, 0.001, 0.000, 0.024, -0.063, 0.006, 0.001, 0.000, 0.000, 0.029, 0.000],
  "relative_energy_kj_mol": 0.0,
  "gap_ev": [7.07, 7.05],
  "homo_ev": [-7.267, -7.334],
  "charge": 0,
  "mol_weight_g_mol": 943.093,
  "spin_multiplicity": 4,
  "s2": 3.79
}